{
  "formula": "C22H42BCl3O2Si4",
  "method": "ωB97M-V with the def2-TZVPD basis set",
  "symbols": ["Cl", "B", "Cl", "Cl", "O", "C", "C", "C", "C", "C", "C", "C", "H", "H", "H", "H", "H", "H", "C", "Si", "C", "C", "Si", "Si", "C", "C", "C", "Si", "C", "C", "C", "O", "C", "C", "C", "C", "C", "C", "H", "H", "H", "H", "H", "H", "H", "H", "H", "H", "H", "H", "H", "H", "H", "H", "H", "H", "H", "H", "H", "H", "H", "H", "H", "H", "H", "H", "H", "H", "H", "H", "H", "H", "H", "H"],
  "positions_angstrom": [[3.361, -1.010, 2.203], [2.044, 0.278, 1.813], [2.309, 1.720, 3.088], [2.360, 1.044, 0.124], [0.716, -0.306, 1.956], [-0.376, 0.560, 2.029], [-1.579, 0.104, 1.254], [-2.301, 1.025, 0.496], [-3.530, 0.658, -0.059], [-4.028, -0.629, 0.167], [-3.250, -1.569, 0.849], [-1.998, -1.222, 1.370], [-0.039, 1.567, 1.707], [-1.884, 2.023, 0.377], [-4.075, 1.379, -0.666], [-5.018, -0.919, -0.187], [-3.583, -2.598, 0.986], [-1.347, -1.941, 1.886], [1.901, -1.516, 9.663], [0.647, -0.256, 9.009], [-0.627, 0.110, 10.354], [1.535, 1.339, 8.549], [-0.355, -1.109, 7.053], [1.375, -1.913, 5.733], [2.314, -3.371, 6.459], [0.489, -2.365, 4.144], [2.517, -0.434, 5.628], [-1.588, -2.925, 7.769], [-0.511, -4.338, 8.429], [-2.823, -2.386, 9.093], [-2.489, -3.451, 6.197], [-1.247, -0.179, 5.794], [-1.766, 0.380, 4.724], [-0.936, 0.956, 3.649], [-1.362, 2.451, 3.585], [-2.839, 2.575, 3.222], [-3.627, 1.290, 3.534], [-3.206, 0.705, 4.854], [2.364, -1.099, 10.572], [1.441, -2.474, 9.939], [2.709, -1.714, 8.947], [-0.194, 0.830, 11.061], [-1.532, 0.559, 9.928], [-0.918, -0.786, 10.913], [1.879, 1.827, 9.472], [2.403, 1.178, 7.900], [0.849, 2.028, 8.036], [3.192, -3.517, 5.810], [2.668, -3.181, 7.479], [1.724, -4.296, 6.455], [1.230, -2.417, 3.332], [-0.029, -3.329, 4.232], [-0.265, -1.615, 3.848], [3.234, -0.601, 4.806], [1.983, 0.493, 5.377], [3.073, -0.266, 6.561], [-1.170, -5.032, 8.977], [-0.034, -4.896, 7.610], [0.272, -3.997, 9.120], [-3.678, -3.079, 9.061], [-2.387, -2.408, 10.102], [-3.197, -1.370, 8.898], [-3.267, -4.175, 6.481], [-2.973, -2.594, 5.707], [-1.808, -3.927, 5.479], [0.144, 0.849, 3.896], [-1.240, 2.895, 4.592], [-0.734, 3.022, 2.885], [-3.292, 3.376, 3.824], [-2.998, 2.857, 2.170], [-4.701, 1.481, 3.532], [-3.391, 0.563, 2.746], [-3.775, -0.191, 5.136], [-3.364, 1.419, 5.674]],
  "forces_ev_per_a": [[-0.537, 0.140, -0.307], [0.442, 0.221, 0.193], [-0.208, -0.055, -0.347], [-0.341, -0.314, 0.353], [-0.853, 0.735, 0.501], [-0.102, -0.005, -0.550], [0.429, -0.290, -0.132], [-0.053, -0.447, 0.019], [0.237, -0.136, 0.148], [0.070, 0.026, 0.015], [0.555, -0.137, 0.216], [-0.467, 0.184, -0.163], [-0.427, -0.449, 0.346], [-0.179, -0.125, -0.134], [-0.021, -0.194, 0.183], [0.319, 0.134, -0.046], [-0.139, 0.279, -0.139], [-0.433, 0.281, -0.230], [-0.037, -0.126, -0.143], [-0.044, 0.876, -0.114], [0.095, 0.075, -0.004], [0.003, 0.099, 0.291], [0.756, -0.759, -0.175], [-0.035, 0.299, 0.173], [0.026, -0.105, -0.172], [0.143, -0.031, -0.352], [0.323, -0.034, -0.440], [-0.433, 0.135, -0.244], [-0.083, 0.005, -0.074], [-0.174, -0.231, -0.100], [-0.250, -0.312, 0.293], [-0.767, 0.808, -1.514], [1.716, -0.848, 2.455], [2.672, 0.142, -0.540], [-0.296, -0.029, 0.515], [-1.063, 0.456, 0.065], [-0.283, 0.208, -0.798], [-0.114, -0.003, -0.471], [-0.190, -0.021, -0.216], [0.135, 0.254, -0.051], [-0.227, 0.105, 0.181], [-0.104, -0.146, -0.058], [0.132, -0.064, 0.108], [0.043, 0.161, -0.115], [-0.015, 0.009, -0.213], [-0.244, 0.032, 0.154], [0.165, -0.106, 0.116], [-0.146, -0.075, 0.204], [-0.075, -0.089, -0.287], [0.195, 0.196, -0.015], [-0.344, -0.058, 0.109], [0.187, 0.111, 0.033], [0.433, -0.318, 0.148], [-0.142, 0.178, 0.363], [0.139, -0.291, 0.133], [-0.147, -0.212, -0.230], [0.206, 0.178, -0.138], [-0.148, 0.191, 0.282], [-0.241, -0.135, -0.209], [0.129, 0.207, 0.191], [-0.147, 0.001, -0.290], [0.059, -0.269, 0.075], [0.062, 0.083, -0.296], [0.095, -0.227, 0.107], [-0.190, 0.133, 0.177], [-0.753, 0.385, 1.022], [0.258, -0.129, -0.458], [-0.023, -0.378, 0.384], [0.178, 0.003, -0.199], [0.100, -0.189, 0.420], [0.051, 0.000, -0.170], [-0.420, 0.067, 0.229], [0.228, 0.023, -0.110], [0.314, -0.086, 0.043]],
  "multiplicity": 1,
  "homo_lumo_gap_ev": 7.26,
  "e_tot_ev": -97349.86617,
  "homo_energy_ev": -8.72,
  "lumo_ev": -1.4603,
  "total_charge": 0
}